## A
Computed, not measured: an isolated molecule of C4H5ClOS, with ωB97M-V/def2-TZVPD.

Last column: natural (NBO) charge in e.
Element x y z (Å)
C 0.5797 0.3475 -1.6114  -0.65
C 0.7554 -0.0120 -0.0926  -0.15
C 1.0022 0.7963 0.9174  -0.24
Cl 0.7676 0.5323 2.6064  0.02
S 0.0904 -1.7022 0.3132  0.13
C -1.5900 -1.0749 0.9584  0.32
O -2.5219 -1.8113 1.1743  -0.51
H 0.9638 1.3620 -1.8413  0.23
H -0.5658 0.2869 -1.9080  0.23
H 1.0988 -0.5580 -2.1708  0.24
H 1.1948 1.8621 0.8204  0.22
H -1.7750 -0.0286 0.8339  0.14

Output
- HOMO: -9.55 eV
- Structure (SMILES): C/C(=C/Cl)SC=O
- HOMO-LUMO gap: 10.2 eV
- 2S+1: 1

***

## B
Computed, not measured: an isolated molecule of C4H5ClOS, with ωB97M-V/def2-TZVPD.

Last column: natural (NBO) charge in e.
Element x y z (Å)
C -0.3548 2.5118 -0.2908  -0.63
C -0.3995 0.9912 0.0096  -0.20
C -1.4447 0.2938 -0.4446  -0.19
Cl -1.9500 -1.3318 0.0943  -0.02
S 1.0101 0.2754 0.8486  0.24
C 1.7264 -0.5731 -0.5755  0.28
O 2.7064 -1.2660 -0.4563  -0.51
H -1.1679 2.9113 -0.8686  0.22
H 0.5899 2.6415 -0.8831  0.22
H -0.3613 3.0572 0.6932  0.23
H -2.1660 0.7444 -1.1514  0.22
H 1.2784 -0.3332 -1.5137  0.14

Output
- HOMO: -9.63 eV
- Structure (SMILES): C/C(=C/Cl)SC=O
- HOMO-LUMO gap: 10.3 eV
- 2S+1: 1

***

Calculated relative energies: A 0.0198; B 0.0000, given in hartree

***

## A
Computed, not measured: an isolated molecule of C20H22N2O3, with ωB97M-V/def2-TZVPD.

Last column: natural (NBO) charge in e.
Element x y z (Å)
C -7.4403 1.7205 0.4072  -0.25
O -6.6343 1.1046 -0.5666  -0.49
C -5.4309 0.5921 -0.1875  0.27
C -4.6760 -0.0097 -1.1959  -0.23
C -3.4423 -0.5610 -0.9301  -0.22
C -2.9287 -0.5229 0.3644  0.11
N -1.6771 -1.0577 0.7079  -0.60
C -0.7710 -1.6919 -0.0844  0.69
O -0.9241 -1.9348 -1.2574  -0.60
C 0.4993 -2.0693 0.6953  -0.33
C 1.4733 -2.8473 -0.1870  -0.50
C 2.5975 -1.8798 -0.5179  0.70
O 3.4981 -2.0708 -1.3005  -0.61
N 2.4165 -0.7594 0.2240  -0.46
C 3.2257 0.4019 0.1460  0.13
C 2.6404 1.5947 -0.2617  -0.17
C 3.3814 2.7605 -0.3574  -0.04
C 2.7559 4.0446 -0.8111  -0.62
C 4.7332 2.7081 -0.0367  -0.20
C 5.3162 1.5236 0.3669  -0.20
C 4.5805 0.3493 0.4739  0.00
C 5.2267 -0.9234 0.9201  -0.64
C 1.2773 -0.8034 1.1100  -0.19
C -3.6781 0.0754 1.3700  -0.23
C -4.9179 0.6290 1.1042  -0.25
H -7.7223 1.0189 1.1993  0.17
H -6.9434 2.5895 0.8510  0.17
H -8.3365 2.0488 -0.1168  0.20
H -5.0836 -0.0333 -2.1936  0.23
H -2.8720 -1.0230 -1.7176  0.26
H -1.4368 -0.9471 1.6837  0.39
H 0.1959 -2.6448 1.5737  0.23
H 0.9925 -3.1639 -1.1144  0.27
H 1.8858 -3.7274 0.3058  0.23
H 1.5930 1.6031 -0.5297  0.20
H 1.6812 3.9350 -0.9321  0.21
H 2.9491 4.8387 -0.0912  0.22
H 3.1805 4.3515 -1.7663  0.22
H 5.3314 3.6050 -0.1075  0.21
H 6.3686 1.5048 0.6114  0.21
H 4.6245 -1.4202 1.6802  0.21
H 6.2175 -0.7309 1.3233  0.21
H 5.3163 -1.6036 0.0733  0.25
H 0.6765 0.1067 1.0113  0.20
H 1.6226 -0.8680 2.1517  0.19
H -3.2910 0.1118 2.3794  0.20
H -5.4683 1.0836 1.9126  0.21

Output
- HOMO: -8.15 eV
- Structure (SMILES): COc1ccc(NC(=O)[C@H]2CC(=O)N(c3cc(C)ccc3C)C2)cc1
- HOMO-LUMO gap: 8.6 eV
- 2S+1: 1

***

## B
Computed, not measured: a 2-piece molecular cluster, C20H22N2O3 overall, with ωB97M-V/def2-TZVPD.

Last column: natural (NBO) charge in e.
Element x y z (Å)
C -7.4254 -2.3253 -0.3044  -0.59
C -5.8022 -2.4308 -0.4393  -0.41
C -5.0994 -1.2116 0.3091  -0.39
C -5.4267 0.0442 -0.3170  -0.05
O -4.7189 0.9131 0.2110  -0.49
C -3.4711 1.1367 0.1848  0.36
C -2.7548 0.3624 -0.6153  -0.31
C -1.3393 0.7704 -1.0568  -0.11
C -0.7202 1.7581 -0.2833  -0.14
C -1.3937 2.4182 0.7184  -0.14
C -2.8332 2.4151 0.9027  -0.20
H -3.4712 2.8776 1.4839  0.20
H -0.9494 3.0579 1.2055  0.17
C 0.7727 2.0292 -0.3522  -0.08
C 1.5310 2.7664 0.1614  -0.32
C 2.8832 2.9918 0.0784  0.66
O 3.4655 3.9802 -0.0201  -0.51
N 3.6940 1.9005 -0.3452  -0.62
C 3.6749 0.6947 -0.2869  0.21
C 4.1888 -0.2462 -0.9728  -0.30
C 4.0507 -1.6634 -1.0221  -0.21
C 3.2134 -2.0852 0.2631  -0.13
C 2.7215 -1.1840 1.0576  -0.25
C 2.7788 0.1161 1.0204  -0.21
H 2.3768 0.9026 1.3147  0.17
H 2.2565 -1.6887 1.8202  0.22
C 3.1705 -3.8247 0.3488  0.72
O 2.9274 -3.9332 1.4113  -0.58
N 3.2453 -4.4783 -0.6213  -0.74
H 3.4557 -4.1190 -1.5919  0.40
H 3.1910 -5.3198 -0.6631  0.37
H 4.5994 -2.3362 -1.7340  0.21
H 4.8521 0.1445 -1.8740  0.15
H 4.5831 2.1055 -0.8793  0.40
H 1.1143 3.3898 1.0396  0.20
H 1.2318 1.5358 -1.1347  0.20
H -0.7242 0.1749 -1.8201  0.22
H -3.1184 -0.2634 -1.1172  0.17
H -5.2692 0.1014 -1.3464  0.17
H -6.6391 0.5120 -0.0724  0.18
H -4.1049 -1.5803 0.5310  0.24
H -5.7603 -1.2079 1.6045  0.17
H -5.7461 -3.4194 0.0245  0.21
H -5.6720 -2.5477 -1.4498  0.20
H -7.9343 -1.3732 -0.9738  0.19
H -7.7655 -3.2565 -0.8840  0.20
H -7.7406 -2.4010 0.6837  0.20

Output
- HOMO: -7.27 eV
- HOMO-LUMO gap: 7.4 eV
- 2S+1: 1

***

Calculated relative energies: A 0.0000; B 0.7590, given in hartree

***

## A
Computed, not measured: an isolated ion of composition C4H6NO2 and charge +1, with ωB97M-V/def2-TZVPD.

Last column: natural (NBO) charge in e.
Element x y z (Å)
C -0.3000 -2.6548 0.8929  -0.76
C -0.9475 -1.4801 0.8876  0.42
N -0.7131 -0.3637 0.5483  0.18
O -0.3353 0.7170 0.3995  -0.31
C -0.5222 1.6406 -0.9655  0.85
C 0.6923 2.2895 -0.6611  -0.80
O -1.1984 1.4903 -1.9085  -0.35
H 0.1817 -2.8998 -0.0558  0.29
H -0.9411 -3.5308 1.1991  0.29
H 0.6409 -2.4915 1.5588  0.30
H 1.3739 1.6351 -0.0910  0.29
H 1.1800 2.4754 -1.6760  0.29
H 0.8888 3.1727 -0.1283  0.32

Output
- HOMO: -15.71 eV
- Total charge: +1
- Structure (SMILES): CC#[N+]OC(C)=O
- HOMO-LUMO gap: 10.9 eV
- 2S+1: 1

***

## B
Computed, not measured: an isolated ion of composition C4H6NO2 and charge +1, with ωB97M-V/def2-TZVPD.

Last column: natural (NBO) charge in e.
Element x y z (Å)
C -1.0216 -1.4575 0.0111  -0.73
C -1.0408 -0.0283 -0.0432  0.61
O -1.8912 0.7736 0.0619  -0.36
C 0.4260 0.4927 -0.2823  0.08
C 1.1177 1.0033 0.9050  -0.64
N 0.6812 0.6388 -1.4884  0.40
O 0.8231 0.7122 -2.6254  -0.03
H -1.8163 -1.8339 0.6306  0.30
H 0.0514 -1.6282 0.1762  0.24
H -1.3484 -1.8069 -0.9874  0.30
H 1.1021 2.0278 0.9922  0.28
H 0.6738 0.5103 1.7620  0.26
H 2.2430 0.5960 0.8878  0.28

Output
- HOMO (spin up / spin down): -15.85 / -15.85 eV
- Total charge: +1
- Structure (SMILES): CC(=O)C(C)=[N+]=O
- HOMO-LUMO gap (spin up / spin down): 8.7 / 8.7 eV
- 2S+1: 1

***

Calculated relative energies: A 0.0356; B 0.0000, given in hartree

***

## A
Computed, not measured: an isolated ion of composition CH4BrClOP and charge +1, with ωB97M-V/def2-TZVPD.

Last column: natural (NBO) charge in e.
Element x y z (Å)
C -1.0564 0.5870 0.4216  -1.05
O 1.4316 0.5141 -0.8998  -0.88
P 0.2133 -0.5026 -0.1156  1.51
Cl -0.5273 -1.6896 -1.4885  -0.06
Br 1.4827 -1.4345 1.4317  0.02
H -1.8577 0.0425 0.8299  0.30
H -1.2016 1.2662 -0.5271  0.33
H -0.6777 1.2437 1.3241  0.32
H 2.1931 -0.0269 -0.9763  0.51

Output
- HOMO: -16.35 eV
- Total charge: +1
- HOMO-LUMO gap: 10.9 eV
- 2S+1: 1

***

## B
Computed, not measured: a 2-piece molecular cluster, CH4BrClOP overall, with ωB97M-V/def2-TZVPD.

Last column: natural (NBO) charge in e.
Element x y z (Å)
C 0.0135 1.1907 -1.5368  -0.96
O 0.8750 -1.5315 -2.0685  -0.83
P 0.1151 -0.6692 -1.2528  1.90
Cl -0.7667 -1.2097 0.4105  -0.04
Br -0.6001 -1.5806 4.2336  -0.21
H -0.9792 1.5842 -1.1997  0.31
H 0.1887 1.4373 -2.6004  0.31
H 0.7330 1.6571 -0.8403  0.31
H 0.4207 -0.8784 4.8545  0.21

Output
- HOMO: -13.93 eV
- Total charge: +1
- HOMO-LUMO gap: 7.1 eV
- 2S+1: 1

***

## C
Computed, not measured: a 2-piece molecular cluster, CH4BrClOP overall, with ωB97M-V/def2-TZVPD.

Last column: natural (NBO) charge in e.
Element x y z (Å)
C -1.0851 -0.0133 -0.8014  -0.95
O 0.1268 -0.3114 1.5931  -0.93
P 0.5336 -0.2437 0.1139  1.50
Cl 2.1876 2.6957 -0.0644  -0.12
Br 1.6423 -2.1022 -0.1587  0.05
H -1.7842 -0.8679 -0.9944  0.32
H -0.9076 0.5084 -1.7825  0.30
H -1.4922 0.7334 -0.1159  0.28
H 0.7788 -0.3989 2.2103  0.54

Output
- HOMO (spin up / spin down): -14.92 / -14.95 eV
- Total charge: +1
- HOMO-LUMO gap (spin up / spin down): 5.7 / 5.7 eV
- 2S+1: 1

***

Calculated relative energies: A 0.0000; B 0.0603; C 0.1486, given in hartree